Entry from OMol25: a structure of composition C12H21Br3N6O12 (wB97M-V/def2-TZVPD).

## Properties
**Orbital gap**: 7.2 eV
**Relative energy (zero: lowest compared OMol25 entry of this formula, charge and spin)**: 433.0 kcal/mol
**Spin multiplicity**: 1

Atoms and positions in Å:
C  -2.243  -2.875  -3.538
N  -1.714  -3.152  -2.181
O  -0.934  -4.095  -2.126
O  -1.912  -2.384  -1.232
H  -1.457  -2.721  -4.277
H  -2.851  -1.974  -3.457
H  -2.879  -3.720  -3.801
C  -2.909  1.522  2.115
N  -1.950  0.455  2.324
O  -0.813  0.751  2.793
O  -2.236  -0.631  1.954
H  -3.251  1.749  3.125
H  -3.705  1.143  1.474
H  -2.542  2.430  1.636
C  2.169  0.561  1.275
N  2.703  -0.074  2.562
O  3.124  -1.183  2.430
O  2.789  0.544  3.580
H  2.776  1.463  1.203
H  1.149  0.790  1.584
H  2.323  -0.169  0.481
C  0.880  -4.003  -1.031
N  0.203  -4.886  -0.064
O  0.149  -4.459  1.052
O  -0.041  -6.030  -0.485
H  0.220  -3.138  -1.100
H  1.114  -4.439  -2.002
H  1.809  -3.664  -0.573
C  1.696  -1.326  -2.234
N  0.558  -1.729  -3.147
O  0.018  -0.905  -3.804
O  0.375  -2.923  -3.305
H  1.590  -0.273  -1.975
H  2.513  -1.426  -2.949
H  1.661  -2.014  -1.389
C  0.156  2.369  2.296
C  -0.523  2.358  1.082
C  -0.541  3.482  0.269
C  0.185  4.600  0.627
C  0.978  4.602  1.853
C  0.936  3.487  2.705
N  0.397  5.758  -0.303
O  0.929  6.835  0.092
O  0.010  5.647  -1.480
H  0.131  1.560  3.011
H  -1.187  1.565  0.772
H  -1.055  3.441  -0.680
H  1.622  5.431  2.109
H  1.598  3.453  3.558
C  -0.446  -0.328  -0.007
Br  -1.658  -0.330  -1.519
Br  1.004  0.930  -0.473
Br  0.110  -2.249  0.404
H  -1.028  0.173  0.767

Here are the Löwdin charges for atoms 1 to 6, given in e: 0.049 -0.356 -0.037 -0.374 0.093 0.080